(1)
{
  "formula": "C4H5N3O",
  "method": "wB97M-V/def2-TZVPD",
  "homo_energy_ev": -9.27,
  "smiles": "[H]/N=C\\N/C(C#C)=N/O",
  "total_charge": 0,
  "lumo_energy_ev": 0.50,
  "homo_lumo_gap_ev": 9.7660,
  "spin_multiplicity": 1,
  "max_force_ha_per_bohr": 0.07573,
  "symbols": ["H", "N", "C", "N", "C", "C", "C", "N", "O", "H", "H", "H", "H"],
  "coordinates": [[3.1434, 0.9080, -1.3607], [3.0165, 1.0594, -0.3695], [1.7931, 1.0592, 0.0384], [0.6172, 0.7690, -0.6809], [-0.3030, -0.0539, -0.1472], [-1.5786, -0.2734, -0.7477], [-2.6897, -0.5158, -1.0639], [-0.0277, -0.6814, 0.9846], [-1.1280, -1.4134, 1.5948], [1.6108, 1.2382, 1.1011], [0.5101, 1.1114, -1.5808], [-3.7111, -0.3815, -1.3362], [-1.1026, -0.8951, 2.4012]],
  "forces_ev_per_angstrom": [[-0.262, -0.349, -0.370], [-1.932, 0.762, 0.862], [2.013, -0.370, -0.047], [1.238, 0.098, 1.157], [-1.159, -2.457, 2.790], [1.819, 0.536, 0.303], [-2.080, 0.524, -0.706], [0.016, 0.775, -1.162], [0.979, 1.173, -1.272], [0.016, -0.167, -0.247], [-0.223, 0.408, -1.879], [-0.023, -0.565, -0.083], [-0.403, -0.369, 0.653]]
}

(2)
{
  "formula": "C4H5N3O",
  "method": "wB97M-V/def2-TZVPD",
  "homo_energy_ev": -8.64,
  "smiles": "C1=NNC2=NOC[C@H]12",
  "total_charge": 0,
  "lumo_energy_ev": 0.88,
  "homo_lumo_gap_ev": 9.5175,
  "spin_multiplicity": 1,
  "max_force_ha_per_bohr": 0.15411,
  "symbols": ["C", "N", "N", "C", "N", "O", "C", "C", "H", "H", "H", "H", "H"],
  "coordinates": [[1.0968, 0.8493, -0.0138], [1.9554, -0.1480, -0.2933], [1.3738, -1.2783, 0.1497], [0.0271, -1.0665, 0.2529], [-0.9687, -1.5439, -0.2048], [-1.9341, -0.6922, -0.0568], [-1.3563, 0.7161, -0.1874], [-0.0808, 0.4138, 0.5556], [1.2758, 1.7051, -0.7375], [1.7089, -2.3076, -0.2591], [-0.9449, 1.2509, -1.1481], [-2.1307, 1.4027, 0.2681], [-0.0224, 0.6985, 1.6746]],
  "forces_ev_per_angstrom": [[6.197, 0.129, -4.939], [-1.168, 2.675, 0.142], [1.412, -6.257, -0.525], [4.667, 3.532, 2.172], [-1.586, -5.475, -1.860], [-4.241, 4.178, -1.637], [-0.186, 0.834, 1.072], [-2.759, 0.412, 3.491], [-0.130, -0.418, 1.879], [-0.857, 4.100, 1.224], [-1.679, -1.976, 0.577], [1.029, -0.982, -0.313], [-0.697, -0.751, -1.284]]
}

(3)
{
  "formula": "C4H5N3O",
  "method": "wB97M-V/def2-TZVPD",
  "homo_energy_ev": -10.06,
  "smiles": "O[C@@H]1Cc2n[nH]nc21",
  "total_charge": 0,
  "lumo_energy_ev": 0.68,
  "homo_lumo_gap_ev": 10.7314,
  "spin_multiplicity": 1,
  "max_force_ha_per_bohr": 0.13960,
  "symbols": ["O", "C", "C", "C", "N", "N", "N", "C", "H", "H", "H", "H", "H"],
  "coordinates": [[1.2553, -1.0689, -1.9462], [0.9599, -0.1809, -0.8425], [0.7762, -0.9790, 0.5632], [-0.4386, -0.0872, 0.7330], [-1.3277, 0.4938, 1.5673], [-1.8436, 1.3808, 0.8588], [-1.3182, 1.6460, -0.4087], [-0.4352, 0.5624, -0.4043], [0.3244, -1.4313, -2.2920], [1.8881, 0.2667, -0.7748], [1.4984, -0.7667, 1.2242], [0.9981, -2.1215, 0.4440], [-2.3372, 2.2860, 1.2780]],
  "forces_ev_per_angstrom": [[-4.596, -0.101, -0.781], [-1.312, -2.728, 0.683], [-1.405, -1.598, -2.997], [-0.890, -2.123, 2.993], [1.297, -2.855, 2.166], [-1.839, 6.556, -2.272], [1.052, -2.993, 1.577], [1.256, 2.526, -4.195], [3.124, 0.987, 1.079], [1.336, 2.299, 0.208], [2.797, 1.397, 2.478], [-1.866, 1.735, 0.035], [1.046, -3.103, -0.973]]
}

(4)
{
  "formula": "C4H5N3O",
  "method": "wB97M-V/def2-TZVPD",
  "homo_energy_ev": -8.63,
  "smiles": "C=Cn1nncc1O",
  "total_charge": 0,
  "lumo_energy_ev": 0.15,
  "homo_lumo_gap_ev": 8.7861,
  "spin_multiplicity": 1,
  "max_force_ha_per_bohr": 0.14149,
  "symbols": ["C", "C", "N", "N", "N", "C", "C", "O", "H", "H", "H", "H", "H"],
  "coordinates": [[2.2132, -0.9676, -0.6877], [0.9141, -0.5882, -0.8116], [0.0758, -0.1349, 0.3059], [0.4413, 0.0251, 1.4735], [-0.4214, 1.0020, 2.1143], [-1.4794, 1.1288, 1.2356], [-1.1919, 0.3734, 0.0311], [-1.7031, -0.0436, -1.1393], [2.5807, -0.6679, 0.2204], [3.1113, -1.3387, -1.3252], [0.5474, -0.5458, -1.9448], [-2.3176, 1.8232, 1.2965], [-2.7704, -0.0659, -0.7687]],
  "forces_ev_per_angstrom": [[-0.507, 0.553, -0.981], [1.635, -1.305, -3.096], [-2.596, -0.557, -5.293], [1.042, 4.401, 5.699], [0.212, -3.713, -2.959], [1.116, -0.949, -2.408], [2.718, 0.828, 2.942], [-6.180, 0.661, 1.873], [1.038, -0.055, 2.721], [-2.647, 0.756, 0.245], [-0.299, -0.153, 3.186], [0.362, -0.317, 0.546], [4.105, -0.152, -2.476]]
}

(5)
{
  "formula": "C4H5N3O",
  "method": "wB97M-V/def2-TZVPD",
  "homo_energy_ev": [-7.46, -8.05],
  "total_charge": 0,
  "lumo_energy_ev": [-0.32, -0.52],
  "homo_lumo_gap_ev": [7.1408, 7.5373],
  "spin_multiplicity": 1,
  "max_force_ha_per_bohr": 0.09184,
  "symbols": ["C", "C", "C", "C", "N", "N", "N", "O", "H", "H", "H", "H", "H"],
  "coordinates": [[0.9714, -0.4141, 1.7780], [0.1990, -0.5928, 0.7058], [0.0087, 2.1930, 1.0645], [-0.9836, -0.7544, -1.4004], [1.0616, 0.6571, 2.6006], [-0.7419, -0.8452, -0.0307], [0.2915, 1.6799, 2.2486], [-0.9629, 2.8003, 0.6240], [1.5695, -1.3832, 2.1038], [-0.1443, -0.2160, -1.8471], [-1.9668, -0.2696, -1.5564], [-1.1864, -1.8538, -1.7977], [0.3456, 2.3699, 3.0793]],
  "forces_ev_per_angstrom": [[1.880, -2.203, 1.699], [-2.227, 0.221, -1.807], [-2.822, 1.061, -3.634], [-0.986, -1.614, -1.678], [0.537, -1.578, -0.586], [1.272, -0.305, 3.069], [0.174, 2.084, 4.234], [2.609, -1.129, 1.504], [-1.056, 2.379, -0.699], [-0.357, -0.236, -0.744], [0.698, 0.094, 0.010], [0.873, 2.257, 0.549], [-0.595, -1.031, -1.917]]
}

(6)
{
  "formula": "C4H5N3O",
  "method": "wB97M-V/def2-TZVPD",
  "homo_energy_ev": -8.44,
  "smiles": "NC1=CN=N/C1=C\\O",
  "total_charge": 0,
  "lumo_energy_ev": -0.63,
  "homo_lumo_gap_ev": 7.8174,
  "spin_multiplicity": 1,
  "max_force_ha_per_bohr": 0.08140,
  "symbols": ["N", "C", "C", "N", "N", "C", "C", "O", "H", "H", "H", "H", "H"],
  "coordinates": [[0.0958, -0.0558, -2.0345], [0.3223, 0.3862, -0.6830], [1.2699, 1.3070, -0.2460], [1.2045, 1.4644, 1.1704], [0.3271, 0.6732, 1.6379], [-0.2579, 0.0084, 0.5501], [-1.2765, -0.9189, 0.7420], [-1.3983, -1.3876, 1.9585], [-0.5561, -0.8316, -2.1225], [0.9286, -0.0048, -2.5734], [1.8703, 2.0584, -0.7456], [-1.9664, -1.1806, -0.0206], [-0.5633, -1.5183, 2.3667]],
  "forces_ev_per_angstrom": [[-0.935, 0.772, 2.928], [1.718, 1.524, -1.524], [-0.553, 0.378, 0.451], [-0.132, -0.355, -1.331], [0.068, -0.409, 0.051], [-2.317, -2.270, -0.260], [3.226, 2.568, 0.720], [-2.757, -1.434, -0.209], [0.810, 0.256, -0.329], [0.194, -0.438, -0.598], [0.080, -0.554, -0.348], [-0.704, -0.569, -0.300], [1.303, 0.531, 0.751]]
}

(7)
{
  "formula": "C4H5N3O",
  "method": "wB97M-V/def2-TZVPD",
  "homo_energy_ev": -8.53,
  "smiles": "C1=NN2CCN=C2O1",
  "total_charge": 0,
  "lumo_energy_ev": 0.98,
  "homo_lumo_gap_ev": 9.5116,
  "spin_multiplicity": 1,
  "max_force_ha_per_bohr": 0.07224,
  "symbols": ["C", "N", "N", "C", "C", "N", "C", "O", "H", "H", "H", "H", "H"],
  "coordinates": [[-2.3870, -0.1213, 0.0957], [-1.6756, 0.9630, 0.0007], [-0.4132, 0.5012, -0.2953], [0.9461, 0.9492, -0.0217], [1.6207, -0.5247, -0.0509], [0.5696, -1.5551, 0.0821], [-0.4556, -0.8240, -0.0887], [-1.7455, -1.2797, -0.1491], [-3.4332, -0.0653, 0.1358], [1.4639, 1.6794, -0.6241], [1.0279, 1.4548, 1.0371], [2.1818, -0.6003, -1.0274], [2.3001, -0.5772, 0.9059]],
  "forces_ev_per_angstrom": [[0.495, 2.478, -0.979], [-0.986, -0.218, 0.482], [-0.054, 0.469, -0.429], [0.310, -0.387, 3.155], [1.892, 1.068, 1.551], [-0.014, 1.437, -0.336], [1.051, -3.439, -0.934], [0.555, 0.597, 0.863], [-1.140, -0.336, 0.291], [-0.555, -0.071, -1.034], [-0.413, -1.220, -1.571], [-0.369, -0.259, 1.201], [-0.771, -0.119, -2.259]]
}

(8)
{
  "formula": "C4H5N3O",
  "method": "wB97M-V/def2-TZVPD",
  "homo_energy_ev": -9.95,
  "smiles": "c1nnc(N2CC2)o1",
  "total_charge": 0,
  "lumo_energy_ev": 0.78,
  "homo_lumo_gap_ev": 10.7277,
  "spin_multiplicity": 1,
  "max_force_ha_per_bohr": 0.08861,
  "symbols": ["C", "N", "N", "C", "N", "C", "C", "O", "H", "H", "H", "H", "H"],
  "coordinates": [[2.2908, 0.2918, 0.5489], [2.1746, 0.3374, 1.8227], [0.7883, 0.4391, 1.9681], [0.2364, 0.1336, 0.8645], [-1.0394, -0.0908, 0.4199], [-1.3246, -0.9992, -0.7532], [-1.4848, 0.5594, -0.8673], [1.1523, 0.3241, -0.2124], [3.1319, 0.2626, -0.0210], [-0.4998, -1.5219, -1.1924], [-2.2271, -1.6548, -0.4855], [-0.6866, 1.0668, -1.3143], [-2.5120, 0.8519, -0.7780]],
  "forces_ev_per_angstrom": [[-0.863, 0.693, -0.342], [-0.691, 0.807, -1.514], [-1.478, -2.033, 1.795], [0.133, 2.092, -2.617], [-1.561, -0.055, -0.091], [-1.251, 1.382, 1.937], [-0.123, -4.037, 2.109], [1.153, -1.760, 2.430], [2.534, -0.081, -1.144], [0.387, 0.106, -0.317], [1.352, 1.212, -0.826], [0.431, 0.898, -1.093], [-0.024, 0.775, -0.326]]
}

(9)
{
  "formula": "C4H5N3O2",
  "method": "wB97M-V/def2-TZVPD",
  "homo_energy_ev": [-9.15, -9.16],
  "total_charge": 0,
  "lumo_energy_ev": [-0.52, -0.52],
  "homo_lumo_gap_ev": [8.6315, 8.6344],
  "spin_multiplicity": 1,
  "max_force_ha_per_bohr": 0.07970,
  "symbols": ["C", "C", "C", "C", "N", "N", "N", "O", "O", "H", "H", "H", "H", "H"],
  "coordinates": [[2.1617, -0.2738, 0.4587], [2.1153, -0.0247, -0.9611], [0.8639, -0.4645, 0.7942], [-1.2321, -0.2307, -0.2805], [0.8484, 0.0779, -1.3656], [0.0899, -0.3444, -0.3104], [-2.3371, -0.5060, -1.0478], [-2.0986, -0.9921, 0.3295], [-1.5909, 1.7253, 0.7053], [3.0122, -0.4379, 1.0795], [2.9606, 0.1373, -1.5604], [0.3537, -0.5718, 1.7481], [-3.0080, 0.2269, -1.2143], [-2.1389, 1.6782, 1.6249]],
  "forces_ev_per_angstrom": [[-0.707, -0.711, -0.951], [-2.563, 0.351, 1.806], [-0.113, -0.268, 1.998], [-2.328, 3.001, 1.541], [1.254, -0.834, -1.280], [1.721, 1.178, -0.737], [1.823, -0.966, -2.102], [-0.814, -0.434, 1.212], [-1.105, -2.034, 1.551], [0.308, 0.196, 0.252], [0.548, 0.358, -1.072], [0.389, -0.218, -0.179], [-0.306, 0.779, 1.291], [1.893, -0.396, -3.330]]
}

(10)
{
  "formula": "C4H5N3O2",
  "method": "wB97M-V/def2-TZVPD",
  "homo_energy_ev": [-7.25, -7.50],
  "total_charge": 0,
  "lumo_energy_ev": [-0.05, -0.12],
  "homo_lumo_gap_ev": [7.2064, 7.3824],
  "spin_multiplicity": 1,
  "max_force_ha_per_bohr": 0.07433,
  "symbols": ["C", "C", "C", "C", "N", "N", "N", "O", "O", "H", "H", "H", "H", "H"],
  "coordinates": [[-1.8591, 1.8302, 0.0673], [-2.3971, 0.6819, 0.3704], [-0.3158, 0.3423, -0.0883], [0.8843, -0.4875, -0.2576], [-0.5193, 1.6191, -0.1447], [2.9317, 0.5225, 0.1829], [0.7092, -1.6257, -0.9486], [-1.4930, -0.2967, 0.1498], [2.5366, 1.7669, 0.1703], [-2.1409, 2.8198, 0.2985], [-3.4625, 0.4619, 0.4675], [-0.3341, -2.0111, -1.1914], [1.4144, -2.3361, -0.8593], [2.3917, 2.1230, -0.7183]],
  "forces_ev_per_angstrom": [[2.309, 1.592, 0.828], [-2.635, -1.913, -0.793], [-0.716, 0.065, -0.758], [0.231, -1.078, -0.939], [1.946, 0.331, -0.441], [-0.689, 0.373, -0.649], [-3.549, 0.812, 1.163], [-0.546, -1.225, 0.683], [0.263, -0.242, 1.099], [-0.819, 0.790, -0.358], [0.686, -0.459, 0.426], [3.187, 1.172, 0.553], [0.266, -0.028, -0.261], [0.066, -0.190, -0.552]]
}

Relative energy (zero: lowest compared OMol25 entry of this formula, charge and spin) readings, ordered: 5.4543, 6.6234, 5.7609, 5.7983, 6.3773, 3.4532, 3.1939, 4.2370, 8.6130, 9.0839 eV
Electronic energy readings, ordered: -394.767115, -394.724152, -394.755851, -394.754475, -394.733196, -394.840654, -394.850185, -394.811851, -469.923195, -469.905890 a.u.